No. 1
The following is a quantum chemistry calculation of one molecule with the formula CH3FN2OS, from the OMol25 dataset.

Output
HOMO energy in eV: -10.03
Relative energy (zero: lowest compared OMol25 entry of this formula, charge and spin) in kcal/mol: 12.5
Structure (SMILES): O=C(F)NNS

Last column: natural (NBO) charge in e.
CARTESIAN COORDINATES (ANGSTROEM)
1 C 1.489 0.149 -0.060  0.94
2 N 0.328 -0.400 -0.163  -0.48
3 N -0.907 0.151 -0.605  -0.54
4 O 1.871 1.180 -0.482  -0.57
5 F 2.319 -0.663 0.761  -0.37
6 S -1.994 0.637 0.823  0.11
7 H 0.117 -1.349 0.147  0.41
8 H -0.899 0.942 -1.198  0.39
9 H -2.324 -0.647 0.778  0.11


No. 2
The following is a quantum chemistry calculation of one molecule with the formula C11H9N5, from the OMol25 dataset.

Output
HOMO energy in eV: -7.97
Relative energy (zero: lowest compared OMol25 entry of this formula, charge and spin) in kcal/mol: 0.0
Structure (SMILES): [H]/N=c1/[nH]n2c(C)cc(C)c(C#N)c2c1C#N

Last column: natural (NBO) charge in e.
CARTESIAN COORDINATES (ANGSTROEM)
1 N -1.402 1.559 4.311  -0.30
2 N -1.727 3.465 1.283  -0.27
3 C -1.215 0.784 3.465  0.27
4 C -1.391 2.471 0.811  0.27
5 N -0.797 -2.191 3.778  -0.76
6 C -0.813 -1.596 2.656  0.42
7 C -0.622 -0.210 -1.773  -0.32
8 C -1.063 -0.186 2.411  -0.34
9 C -1.111 1.208 0.186  -0.23
10 C -1.008 0.000 1.039  0.28
11 C -0.905 1.119 -1.195  0.14
12 C -0.564 -1.340 -0.972  0.27
13 N -0.620 -2.212 1.441  -0.42
14 N -0.776 -1.228 0.427  -0.18
15 C -1.000 2.320 -2.157  -0.65
16 C -0.405 -2.675 -1.604  -0.66
17 H -0.915 -1.683 4.660  0.38
18 H -0.476 -0.315 -2.852  0.24
19 H -0.949 -3.159 1.340  0.42
20 H -1.853 2.226 -2.883  0.24
21 H -0.077 2.418 -2.744  0.24
22 H -1.141 3.267 -1.663  0.24
23 H -1.175 -3.344 -1.235  0.23
24 H -0.453 -2.614 -2.710  0.24
25 H 0.595 -3.116 -1.356  0.24


No. 3
The following is a quantum chemistry calculation of a 2-piece molecular cluster, C5H16N2O overall, from the OMol25 dataset.

Output
2S+1: 2
HOMO energy (alpha / beta) in eV: -23.29 / -23.27
Relative energy (zero: lowest compared OMol25 entry of this formula, charge and spin) in kcal/mol: 35.4
Total charge: +3

Last column: natural (NBO) charge in e.
CARTESIAN COORDINATES (ANGSTROEM)
1 C 0.737 -2.594 -1.609  -0.69
2 C 1.020 -1.170 -1.307  -0.03
3 C 0.171 -0.760 -0.099  -0.45
4 C -0.305 0.705 0.085  -0.23
5 C -1.802 1.353 1.881  0.15
6 N -0.558 1.352 1.414  -0.25
7 N 2.580 -0.895 -1.063  -0.72
8 H 1.521 -3.118 -2.130  0.28
9 H 0.533 -3.217 -0.746  0.25
10 H -0.121 -2.758 -2.259  0.30
11 H 0.792 -0.604 -2.226  0.26
12 H 0.490 -1.295 0.846  0.29
13 H -0.752 -1.357 -0.222  0.29
14 H -1.348 0.682 -0.200  0.25
15 H 0.374 1.383 -0.463  0.31
16 H -1.848 1.426 3.018  0.31
17 H -2.625 0.782 1.488  0.29
18 H 0.227 1.708 1.980  0.48
19 H 3.098 -0.455 -1.838  0.47
20 H 2.932 -1.871 -1.033  0.47
21 H 2.946 -0.409 -0.244  0.45
22 H -2.634 3.979 2.387  0.57
23 H -2.763 3.766 0.724  0.57
24 O -2.664 3.367 1.620  -0.63